(1)
Formula: C26H24Cl2IrN4O5
Source: OMol25
Level of theory: the ωB97M-V functional and the def2-TZVPD basis

net charge = +2
HOMO energy (spin up / spin down) = -13.369 / -13.367 eV
2S+1 = 2
Kohn-Sham gap (spin up / spin down) = 6.9 / 4.3 eV
energy above the lowest of the compared OMol25 structures with the same formula, charge and spin = 0.7501 eV
⟨S²⟩ = 0.777
calculated total energy = -2624.59256 Ha

Positions of all 62 atoms, in Å:
Ir 0.93 -0.10 0.70
O 1.88 -3.02 -2.40
C 0.95 -3.86 -2.13
C 0.69 -4.89 -3.09
C -0.29 -5.80 -2.85
C -1.04 -5.72 -1.65
C -0.80 -4.71 -0.70
C 0.18 -3.78 -0.91
C 0.43 -2.68 0.04
O 1.42 -1.85 -0.25
N -0.31 -2.59 1.10
N 0.11 -1.47 1.80
C 0.28 -1.48 3.07
C 1.24 -0.46 3.52
C 1.55 -0.21 4.84
C 2.56 0.69 5.13
C 3.24 1.30 4.09
C 2.89 0.99 2.78
N 1.92 0.13 2.50
H 1.95 -2.36 -1.65
H 1.29 -4.90 -3.99
H -0.50 -6.59 -3.56
H -1.82 -6.44 -1.46
H -1.39 -4.67 0.20
H -0.11 -2.27 3.70
H 1.00 -0.71 5.63
H 2.82 0.91 6.15
H 4.04 2.01 4.27
H 3.39 1.44 1.93
Cl 0.01 0.10 -6.56
C -0.07 0.03 -4.84
C -1.18 -0.59 -4.24
C -1.28 -0.67 -2.87
Cl -2.64 -1.46 -2.15
C -0.29 -0.13 -2.02
O -0.48 -0.20 -0.73
C 0.83 0.47 -2.65
C 1.91 1.04 -1.91
O 2.08 1.00 -0.68
C 0.92 0.55 -4.06
H -1.96 -1.01 -4.86
H 2.67 1.58 -2.47
H 1.78 1.02 -4.52
O -0.17 1.37 1.65
C -0.35 2.61 1.63
C -1.18 3.23 2.70
C -2.62 3.25 2.12
C -2.79 3.86 0.72
C -2.25 3.01 -0.44
C -0.74 3.10 -0.68
N -0.02 3.40 0.59
H -0.84 4.25 2.90
H -1.14 2.65 3.62
H -3.24 3.80 2.83
H -2.99 2.22 2.11
H -2.37 4.87 0.69
H -3.86 3.99 0.57
H -2.76 3.31 -1.36
H -2.53 1.97 -0.27
H -0.48 3.90 -1.37
H -0.36 2.17 -1.09
H -0.14 4.37 0.83



(2)
Formula: C20H58N7O10
Source: OMol25
Level of theory: the ωB97M-V functional and the def2-TZVPD basis

net charge = -1
HOMO energy = -3.638 eV
Kohn-Sham gap = 6.0 eV
energy above the lowest of the compared OMol25 structures with the same formula, charge and spin = 1.5181 eV
calculated total energy = -1932.42084 Ha

Positions of all 95 atoms, in Å:
C -0.41 -0.35 1.55
C -0.03 -0.61 0.08
O 0.75 -1.70 -0.05
H -0.69 0.71 1.73
H 0.46 -0.54 2.19
H -1.20 -1.00 1.93
H 0.47 0.32 -0.32
H -0.99 -0.65 -0.52
C 2.00 4.72 1.21
C 1.71 4.68 -0.29
C 2.44 3.47 -0.85
O 2.74 3.66 -2.17
C 3.80 4.55 -2.34
N 0.25 4.61 -0.55
H 3.04 4.92 1.45
H 1.72 3.71 1.56
H 1.34 5.39 1.76
H 2.14 5.57 -0.77
H 1.73 2.66 -0.70
H 3.35 3.33 -0.28
H 3.53 5.61 -2.30
H 4.33 4.32 -3.27
H 4.60 4.38 -1.59
H 0.08 3.61 -0.73
H -0.26 4.74 0.32
C -6.42 -0.68 1.91
C -5.27 0.26 1.61
C -4.25 0.33 2.72
O -3.39 1.41 2.40
C -2.76 2.02 3.47
N -4.56 -0.25 0.38
H -7.09 -0.23 2.64
H -6.12 -1.68 2.24
H -6.98 -0.94 1.01
H -5.64 1.26 1.35
H -3.70 -0.63 2.76
H -4.74 0.49 3.69
H -3.10 1.67 4.46
H -2.92 3.10 3.48
H -1.71 1.71 3.55
H -3.56 -0.06 0.49
H -4.88 0.23 -0.46
C 3.32 1.11 1.90
C 3.48 -0.41 1.71
C 4.96 -0.73 1.48
O 5.02 -2.03 0.92
C 6.28 -2.51 0.68
N 2.97 -1.18 2.90
H 4.16 1.72 1.55
H 3.14 1.31 2.96
H 2.44 1.40 1.32
H 2.94 -0.78 0.83
H 5.55 -0.72 2.43
H 5.38 0.03 0.80
H 6.71 -2.08 -0.25
H 6.22 -3.57 0.44
H 7.05 -2.39 1.46
H 3.67 -1.04 3.66
H 2.24 -0.61 3.34
C -4.00 -2.26 -2.28
C -3.00 -2.97 -1.37
O -1.71 -2.96 -1.96
O -5.32 -2.35 -1.84
H -3.94 -2.52 -3.33
H -3.61 -1.23 -2.24
H -3.30 -4.01 -1.22
H -2.94 -2.43 -0.42
H -1.02 -2.67 -1.32
H -5.40 -1.81 -1.04
C -1.63 0.47 -3.90
C -0.94 0.41 -5.24
O -0.78 1.73 -5.74
O -3.08 0.63 -4.14
H -1.35 1.31 -3.26
H -1.42 -0.49 -3.39
H -1.59 -0.17 -5.91
H -0.01 -0.15 -5.08
H -0.27 1.72 -6.55
H -3.43 0.94 -3.31
C -1.35 -3.85 2.52
O -0.65 -4.52 1.74
N -2.53 -3.15 2.25
N -0.98 -3.83 3.90
H -3.16 -2.89 2.98
H -2.83 -2.83 1.36
H -0.15 -4.31 4.16
H -1.45 -3.28 4.58
C 3.36 -2.53 -2.40
O 3.58 -3.14 -1.33
N 4.32 -2.56 -3.48
N 2.23 -1.71 -2.59
H 5.15 -3.08 -3.34
H 4.06 -2.38 -4.43
H 1.55 -1.56 -1.81
H 2.21 -1.22 -3.46



(3)
Formula: C45H39F3N2OTeV
Source: OMol25
Level of theory: the ωB97M-V functional and the def2-TZVPD basis

net charge = +1
HOMO energy = -10.005 eV
Kohn-Sham gap = 5.5 eV
energy above the lowest of the compared OMol25 structures with the same formula, charge and spin = 0.2928 eV
calculated total energy = -3434.25837 Ha

Positions of all 92 atoms, in Å:
V -1.25 0.46 0.48
C -1.19 -2.11 3.93
C -0.22 -1.40 4.62
C 0.11 -0.12 4.21
C -0.54 0.43 3.12
N -1.45 -0.29 2.43
C -1.77 -1.52 2.83
C -0.34 1.82 2.62
C 0.21 2.81 3.43
C 0.30 4.11 2.96
C -0.14 4.43 1.68
C -0.68 3.46 0.86
C -0.79 2.16 1.32
H -1.49 -3.11 4.23
H 0.29 -1.85 5.46
H 0.87 0.45 4.74
H -2.53 -2.02 2.23
H 0.53 2.58 4.43
H 0.71 4.88 3.59
H -0.06 5.45 1.33
H -1.01 3.71 -0.14
C 8.36 0.23 2.46
C 7.03 0.44 1.79
C 5.86 -0.09 2.31
C 4.63 0.09 1.69
C 3.42 -0.54 2.33
C 4.57 0.84 0.50
Te 2.70 1.08 -0.48
N -0.95 0.76 -1.09
C -0.84 0.90 -2.50
O 0.20 0.61 -3.03
C -2.07 1.36 -3.18
C -2.25 0.98 -4.51
C -3.39 1.40 -5.19
C -4.32 2.20 -4.55
C -4.14 2.58 -3.22
C -3.01 2.16 -2.53
C 2.43 -0.95 -1.02
C 1.48 -1.75 -0.38
C 0.54 -1.24 0.68
C 1.37 -3.10 -0.69
C 2.18 -3.68 -1.65
C 2.09 -5.15 -1.97
C 3.10 -2.87 -2.31
C 3.23 -1.52 -2.02
C 4.24 -0.71 -2.79
C 5.73 1.41 -0.03
C 5.77 2.27 -1.27
C 6.94 1.19 0.62
H 8.25 -0.38 3.35
H 8.80 1.19 2.75
H 9.06 -0.26 1.79
H 5.91 -0.67 3.22
H 3.62 -0.78 3.37
H 3.15 -1.46 1.82
H 2.56 0.13 2.28
H -1.51 0.37 -4.99
H -3.54 1.10 -6.21
H -5.20 2.53 -5.08
H -4.87 3.21 -2.73
H -2.86 2.45 -1.51
H 0.59 -0.13 0.72
H 0.81 -1.58 1.68
H -0.48 -1.63 0.49
H 0.63 -3.71 -0.18
H 1.31 -5.64 -1.40
H 3.03 -5.65 -1.76
H 1.88 -5.30 -3.03
H 3.73 -3.30 -3.08
H 4.60 -1.27 -3.65
H 5.09 -0.45 -2.16
H 3.80 0.23 -3.14
H 4.83 2.31 -1.80
H 6.54 1.91 -1.95
H 6.04 3.30 -0.99
H 7.84 1.63 0.20
F -9.88 -2.41 -1.56
C -9.77 -1.35 -0.74
F -10.51 -0.37 -1.25
F -10.32 -1.71 0.43
C -8.33 -0.95 -0.56
C -7.93 0.36 -0.75
C -6.61 0.71 -0.55
C -5.69 -0.25 -0.14
C -6.10 -1.57 0.06
C -7.42 -1.92 -0.16
C -4.32 0.12 0.07
C -3.15 0.42 0.23
H -8.65 1.11 -1.07
H -6.28 1.73 -0.71
H -5.38 -2.32 0.36
H -7.74 -2.94 -0.03



(4)
Formula: C26H65ClN3O11S9
Source: OMol25
Level of theory: the ωB97M-V functional and the def2-TZVPD basis

net charge = +1
HOMO energy = -10.279 eV
Kohn-Sham gap = 6.2 eV
calculated total energy = -6064.82594 Ha

Positions of all 115 atoms, in Å:
C 0.48 -4.19 -2.49
C 0.56 -2.77 -1.96
C 0.09 -2.53 -0.49
Cl -0.46 -4.00 0.35
C 1.27 -1.91 0.21
C 2.28 -2.69 0.82
C 3.36 -2.05 1.34
C 3.41 -0.66 1.22
N 2.42 -0.02 0.63
C 2.48 1.45 0.46
O 3.46 1.78 -0.48
N 3.18 1.11 -1.76
O 4.15 1.01 -2.36
N 1.34 -0.60 0.14
H 0.92 -4.20 -3.49
H 1.07 -4.88 -1.88
H -0.55 -4.54 -2.53
H 1.61 -2.48 -2.01
H 0.01 -2.08 -2.60
H -0.74 -1.83 -0.48
H 2.19 -3.76 0.85
H 4.17 -2.58 1.82
H 4.24 -0.07 1.57
H 2.73 1.90 1.41
H 1.48 1.77 0.15
C -6.01 -6.15 1.12
S -5.01 -5.57 -0.26
O -4.35 -6.76 -0.84
C -3.77 -4.75 0.74
H -6.83 -6.74 0.70
H -5.40 -6.76 1.77
H -6.42 -5.29 1.65
H -3.32 -5.46 1.43
H -4.23 -3.93 1.30
H -3.01 -4.35 0.07
C -0.33 -6.11 -7.34
S -0.01 -5.85 -5.60
O 1.30 -5.13 -5.53
C 0.34 -7.57 -5.20
H -0.53 -5.14 -7.79
H 0.54 -6.57 -7.81
H -1.21 -6.75 -7.46
H 1.16 -7.92 -5.82
H -0.56 -8.16 -5.37
H 0.61 -7.61 -4.15
C -1.50 2.19 4.02
S 0.01 1.28 3.81
O 0.95 2.11 2.99
C -0.69 0.07 2.70
H -1.30 3.04 4.66
H -1.87 2.53 3.05
H -2.23 1.53 4.49
H -1.10 0.58 1.82
H -1.48 -0.49 3.20
H 0.11 -0.61 2.41
C -1.30 5.99 3.82
S -2.95 5.39 4.19
O -3.44 4.65 2.99
C -3.76 6.99 4.18
H -0.64 5.14 3.73
H -1.33 6.54 2.88
H -0.97 6.64 4.63
H -3.61 7.46 3.21
H -3.35 7.61 4.98
H -4.82 6.82 4.35
C 6.09 -3.78 -2.73
S 4.58 -3.02 -3.34
O 3.52 -3.28 -2.30
C 4.27 -4.19 -4.65
H 6.42 -3.21 -1.86
H 5.89 -4.81 -2.44
H 6.85 -3.73 -3.50
H 4.19 -5.20 -4.23
H 5.08 -4.14 -5.38
H 3.32 -3.93 -5.12
C 3.70 4.32 -3.21
S 1.91 4.38 -3.31
O 1.55 4.22 -4.74
C 1.79 6.12 -2.91
H 4.02 3.32 -3.48
H 4.12 5.04 -3.91
H 4.02 4.54 -2.19
H 2.37 6.70 -3.63
H 2.15 6.29 -1.90
H 0.74 6.41 -2.97
C -1.72 -3.34 3.76
S -2.70 -4.76 4.29
O -3.72 -4.26 5.23
C -1.39 -5.52 5.26
H -2.37 -2.70 3.17
H -1.38 -2.80 4.64
H -0.88 -3.68 3.15
H -1.06 -4.82 6.03
H -0.57 -5.80 4.61
H -1.81 -6.41 5.73
C -6.54 0.11 5.01
S -5.49 1.16 4.00
O -4.10 0.63 4.16
C -5.61 2.61 5.04
H -6.55 -0.88 4.55
H -6.12 0.04 6.02
H -7.55 0.52 5.03
H -5.28 2.37 6.05
H -6.65 2.95 5.06
H -4.99 3.40 4.61
C 3.47 11.71 -3.96
S 2.78 10.09 -3.62
O 1.89 10.24 -2.44
C 4.31 9.36 -3.01
H 2.66 12.34 -4.31
H 3.90 12.12 -3.04
H 4.23 11.62 -4.74
H 4.68 9.94 -2.16
H 5.05 9.33 -3.81
H 4.09 8.34 -2.69



(5)
Formula: C4H15NO3
Source: OMol25
Level of theory: the ωB97M-V functional and the def2-TZVPD basis

HOMO energy = -8.363 eV
SMILES = C1CCNC1.O.O.O
Kohn-Sham gap = 8.6 eV
energy above the lowest of the compared OMol25 structures with the same formula, charge and spin = 1.1206 eV
calculated total energy = -441.84069 Ha

Positions of all 23 atoms, in Å:
C 2.35 -0.01 0.25
C 1.55 1.07 -0.39
C 0.05 0.57 -0.35
N 0.14 -0.86 -0.03
C 1.40 -1.19 0.60
H 2.86 0.32 1.15
H 3.12 -0.43 -0.40
H 1.58 2.02 0.14
H 1.69 1.18 -1.46
H -0.60 1.14 0.32
H -0.41 0.60 -1.35
H -0.69 -1.08 0.49
H 1.38 -1.33 1.68
H 1.80 -2.14 0.23
O -3.68 -0.40 0.14
H -3.36 -0.87 0.90
H -4.09 0.38 0.49
O -2.04 -0.23 2.58
H -1.71 0.23 3.33
H -2.25 -1.11 2.95
O 0.19 0.74 -4.10
H 1.05 0.40 -3.82
H -0.31 1.02 -3.34



(6)
Formula: C3H3O4S
Source: OMol25
Level of theory: the ωB97M-V functional and the def2-TZVPD basis

net charge = -1
HOMO energy (spin up / spin down) = -1.690 / -5.140 eV
2S+1 = 3
Kohn-Sham gap (spin up / spin down) = 5.1 / 6.6 eV
energy above the lowest of the compared OMol25 structures with the same formula, charge and spin = 0.0000 eV
⟨S²⟩ = 2.015
calculated total energy = -815.18536 Ha

Positions of all 11 atoms, in Å:
C 2.02 1.25 1.95
C 2.37 -0.03 1.18
C -0.32 -0.43 0.19
O 2.58 2.29 1.63
O 1.26 0.97 2.88
O 3.25 -0.41 0.48
O 1.30 -2.44 0.48
S 0.82 -1.31 1.37
H -0.93 -1.29 -0.36
H 0.36 0.14 -0.62
H -1.00 0.12 0.82



(7)
Formula: C24H18F5O2Tm
Source: OMol25
Level of theory: the ωB97M-V functional and the def2-TZVPD basis

HOMO energy (spin up / spin down) = -8.306 / -8.313 eV
2S+1 = 3
Kohn-Sham gap (spin up / spin down) = 8.1 / 8.2 eV
⟨S²⟩ = 2.003
calculated total energy = -2660.32313 Ha

Positions of all 50 atoms, in Å:
C 0.95 -2.16 2.07
C -0.36 -2.47 1.57
C -0.39 -2.14 0.18
H -1.16 -2.96 2.13
C 0.91 -1.65 -0.18
C 1.72 -1.64 0.99
H 2.78 -1.37 1.04
H 1.32 -2.38 3.08
H -1.22 -2.31 -0.50
H 1.24 -1.41 -1.18
C -0.52 2.29 0.51
C -0.19 2.47 1.89
C 1.16 2.02 2.09
H -0.81 2.97 2.64
C 1.67 1.59 0.83
C 0.63 1.75 -0.14
H 0.72 1.55 -1.21
H -1.46 2.58 0.05
H 1.73 2.10 3.02
H 2.69 1.26 0.64
Tm -0.15 0.00 1.51
O 0.29 -0.10 -2.75
C -0.97 -0.61 -3.23
C 0.27 -0.88 -4.06
H -1.38 -1.45 -2.67
H -1.66 0.15 -3.61
H 0.71 -1.88 -3.95
H 1.39 -1.84 -6.38
C 1.06 -0.81 -6.46
C 0.50 -0.16 -5.33
C 0.07 1.18 -5.48
H -0.36 1.71 -4.63
C 0.18 1.83 -6.72
H -0.16 2.86 -6.82
C 0.73 1.17 -7.83
H 0.82 1.69 -8.79
C 1.18 -0.15 -7.68
H 1.63 -0.66 -8.54
F -1.93 -0.32 8.81
C -1.61 -0.25 7.51
C -1.16 0.96 6.96
F -1.11 2.06 7.73
C -0.82 1.01 5.62
F -0.37 2.18 5.10
C -0.95 -0.12 4.78
O -0.69 -0.04 3.50
C -1.40 -1.32 5.37
F -1.52 -2.43 4.59
C -1.75 -1.38 6.70
F -2.24 -2.53 7.22



(8)
Formula: C12H24ClO8PS
Source: OMol25
Level of theory: the ωB97M-V functional and the def2-TZVPD basis

HOMO energy = -8.846 eV
SMILES = O=S1(=O)OCCC[C@@H]1P(O)Cl.CCOC(C)=O.CCOC(C)=O
Kohn-Sham gap = 9.4 eV
energy above the lowest of the compared OMol25 structures with the same formula, charge and spin = 0.2108 eV
calculated total energy = -2273.34762 Ha

Positions of all 47 atoms, in Å:
O -3.25 0.91 1.71
S -2.58 1.61 0.66
O -3.34 2.52 -0.15
O -1.94 0.51 -0.26
C -1.07 1.00 -1.32
C 0.07 1.86 -0.81
C -0.40 3.02 0.05
C -1.19 2.53 1.29
P -0.14 1.71 2.65
O 1.35 2.03 2.07
Cl -0.29 -0.30 2.25
H -0.67 0.11 -1.79
H -1.66 1.52 -2.07
H 0.60 2.23 -1.68
H 0.78 1.23 -0.28
H 0.43 3.63 0.40
H -1.09 3.64 -0.53
H -1.68 3.39 1.76
H 1.80 1.24 1.69
C 6.46 -1.46 3.28
C 6.11 -1.44 1.81
O 4.70 -1.27 1.59
C 4.11 -0.07 1.55
C 4.87 1.16 1.97
O 2.95 -0.03 1.23
H 6.23 -0.51 3.76
H 7.52 -1.66 3.41
H 5.89 -2.24 3.79
H 6.67 -0.69 1.26
H 6.33 -2.40 1.35
H 4.68 1.34 3.03
H 4.48 2.01 1.40
H 5.94 1.11 1.80
C -5.60 -3.33 -2.88
C -4.40 -3.08 -1.99
O -3.28 -2.57 -2.73
C -3.11 -1.27 -2.99
C -4.25 -0.30 -2.73
O -2.07 -0.91 -3.47
H -5.97 -2.41 -3.32
H -6.41 -3.78 -2.30
H -5.33 -4.01 -3.69
H -4.63 -2.42 -1.15
H -4.04 -4.02 -1.57
H -4.83 -0.20 -3.65
H -3.83 0.67 -2.48
H -4.92 -0.60 -1.93